The following is a DFT calculation (ωB97M-V/def2-TZVPD) of a molecular structure, C36H62BBr20NO7P2 at a distorted geometry.

Last column: Mulliken charge in e.
Positions of all 129 atoms, in Å:
C  5.722833  -6.928912  3.373542  -0.76
C  5.152195  -5.518297  3.849749  0.28
O  3.710962  -5.435661  3.778063  -0.79
B  3.273036  -4.945167  2.536954  1.61
O  3.627459  -5.649778  1.357989  -0.78
C  2.387837  -3.574483  2.375285  1.28
P  3.111963  -2.892347  0.744444  -0.63
P  4.763935  -1.534778  1.154740  1.01
O  5.877347  -2.328522  1.746889  -0.62
O  5.287435  -0.917225  -0.296658  -0.55
O  4.375399  -0.271147  2.190262  -0.40
C  2.782683  -2.813561  3.728928  -0.19
O  3.844965  -2.470203  4.129306  -0.49
N  1.467766  -2.704027  4.392357  -0.70
C  0.356717  -2.553136  3.361304  3.11
C  0.663222  -1.082999  2.836011  -0.17
C  -0.538283  -0.418493  2.102208  0.31
C  -1.285484  0.612989  2.852998  -0.38
C  -2.409080  1.330173  2.260873  -1.21
C  -2.814555  0.957502  0.881274  -0.55
C  -2.095854  -0.057331  0.124764  -0.37
C  -0.932937  -0.733383  0.731000  0.07
C  -0.917505  -2.748462  4.256838  -1.46
Br  -0.742222  -2.646211  6.227578  -0.13
C  -2.175929  -2.955062  3.774809  0.10
C  -2.495295  -3.012969  2.255892  -0.75
Br  -3.697252  -3.148602  5.007609  -0.16
C  0.792168  -3.741432  2.350205  -0.85
C  0.194909  -5.163849  2.580899  -0.97
O  0.350102  -5.898911  1.361980  -0.37
C  0.071196  -7.288158  1.563921  -0.79
H  6.372711  -7.371814  4.178800  0.02
H  6.326897  -6.747260  2.444874  0.27
H  4.881126  -7.636223  3.151833  0.21
H  5.670801  -4.700396  3.285421  0.12
H  5.470594  -5.403759  4.924514  0.06
H  3.673056  -6.586330  1.638148  0.24
H  2.056717  -2.085292  0.212773  0.09
H  4.853432  -1.364414  -1.046524  0.34
H  3.498502  0.094488  1.966283  0.32
H  1.338973  -3.712104  4.610373  0.36
H  1.549435  -1.037236  2.156843  -0.77
H  0.907505  -0.450715  3.746203  0.50
H  -0.957052  0.872932  3.891911  0.39
H  -2.949514  2.128382  2.814639  0.63
H  -3.682268  1.437433  0.380274  0.64
H  -2.392764  -0.349618  -0.906890  0.16
H  -0.350632  -1.491638  0.156101  0.06
H  -2.935156  -2.017220  1.955615  -0.08
H  -3.338389  -3.753719  2.126401  0.60
H  -1.631334  -3.271867  1.603095  0.11
H  0.570785  -3.418986  1.291054  0.18
H  0.655933  -5.707707  3.463108  0.35
H  -0.909470  -5.109519  2.814883  0.45
H  0.512572  -7.688875  2.517314  0.32
H  -1.048144  -7.413560  1.521724  0.31
H  0.490987  -7.903200  0.719611  0.26
Br  -6.276357  0.282439  3.294161  -0.07
C  -7.816525  -0.589828  4.110163  -0.64
C  -7.452220  -1.948359  4.650599  -0.44
Br  -7.294768  -3.258346  3.219567  -0.11
H  -8.598768  -0.624816  3.355153  0.37
H  -8.125399  0.073938  4.917474  0.33
H  -8.241079  -2.328740  5.299346  0.34
H  -6.508361  -1.955039  5.192070  0.20
Br  -2.942799  7.225853  0.147227  -0.16
C  -3.146326  5.680349  -1.021370  -0.65
C  -3.992886  4.611229  -0.375711  -0.59
Br  -2.990761  3.618884  0.975101  0.00
H  -2.145537  5.340176  -1.273687  0.31
H  -3.631951  6.065608  -1.919065  0.36
H  -4.292096  3.863344  -1.109584  0.23
H  -4.879815  5.007454  0.115244  0.54
Br  0.468162  3.627632  -5.162720  -0.14
C  -1.391184  3.087918  -5.362142  0.18
C  -2.257899  3.722381  -4.307329  -0.22
Br  -2.047536  2.839227  -2.583611  -0.10
H  -1.410607  2.000166  -5.340132  0.41
H  -1.683434  3.432616  -6.354249  -0.42
H  -3.312639  3.607467  -4.558129  0.37
H  -2.039282  4.777797  -4.150505  -0.08
Br  1.928188  7.664229  -5.518406  -0.12
C  0.205513  7.192084  -6.294422  0.57
C  -0.869496  8.161021  -5.877522  -0.55
Br  -1.455018  7.827964  -4.047169  -0.13
H  -0.003836  6.166931  -6.000090  -0.37
H  0.360223  7.232069  -7.372560  -0.10
H  -1.762292  8.028951  -6.489542  0.23
H  -0.552689  9.200607  -5.924545  0.43
Br  -3.728994  -0.867840  -3.545467  -0.14
C  -5.610498  -0.971196  -3.043089  -0.59
C  -5.851618  -0.393556  -1.671995  -0.31
Br  -5.281889  -1.623462  -0.273554  -0.06
H  -5.902693  -2.015785  -3.123507  0.38
H  -6.136067  -0.391536  -3.801795  0.37
H  -6.917739  -0.245275  -1.501095  0.42
H  -5.326894  0.545414  -1.503724  -0.03
Br  -0.782614  4.987168  -8.716208  -0.02
C  -2.507100  4.518464  -9.488862  -0.69
C  -3.575867  5.493672  -9.068233  -0.48
Br  -4.154415  5.167397  -7.235838  -0.14
H  -2.719158  3.492941  -9.193740  0.44
H  -2.356365  4.556952  -10.567676  0.38
H  -4.471684  5.367462  -9.675754  0.38
H  -3.252177  6.531103  -9.117712  0.23
Br  5.806273  3.646119  4.460760  -0.15
C  4.858393  2.605007  5.806781  -0.60
C  3.902276  1.628637  5.173045  -0.34
Br  2.289645  2.525357  4.538821  -0.14
H  4.369162  3.315125  6.470016  0.38
H  5.636269  2.076200  6.356821  0.39
H  3.553207  0.902058  5.906593  0.35
H  4.327751  1.101097  4.321682  0.14
Br  8.487334  -7.109545  5.762116  -0.11
C  8.065673  -5.914172  7.241224  -0.55
C  7.672170  -6.685372  8.473940  -0.58
Br  5.853567  -7.368472  8.330773  -0.13
H  7.287796  -5.238781  6.891402  0.32
H  8.979679  -5.347785  7.417927  0.36
H  7.663326  -6.033679  9.347332  0.34
H  8.317291  -7.538954  8.669690  0.37
Br  2.484252  6.777031  -9.861202  -0.12
C  1.568259  6.458625  -11.550397  -0.55
C  0.843960  7.693506  -12.022032  -0.54
Br  -0.803068  7.967428  -11.020522  -0.14
H  0.908543  5.606665  -11.397443  0.29
H  2.354225  6.183217  -12.253285  0.36
H  0.531605  7.583885  -13.060339  0.34
H  1.432623  8.602326  -11.919460  0.37

Cartesian forces, eV/Å:
C -0.12 0.67 -0.05
C 1.61 -1.09 0.67
O -0.21 1.02 -1.09
B 0.34 -1.13 -0.80
O -0.92 0.10 1.82
C 1.62 -0.38 0.82
P -0.61 -0.51 -0.74
P 2.14 0.56 1.37
O -1.40 0.68 -0.40
O -1.61 -0.35 1.14
O -0.05 -1.17 -1.97
C -2.68 -0.20 -1.81
O -0.47 -0.12 0.08
N 0.85 -0.86 0.34
C 2.37 -0.34 1.48
C -1.64 0.60 -0.25
C -1.29 1.27 -0.55
C -0.70 -0.17 -1.82
C 1.32 -2.85 -1.24
C 1.38 -2.18 0.63
C 1.14 0.24 2.28
C -0.91 1.67 1.32
C -1.53 0.04 -0.34
Br 0.16 0.06 -1.34
C 1.23 0.25 -0.25
C -1.55 0.08 0.86
Br 0.91 0.09 -1.30
C 0.36 1.61 -1.42
C -0.52 0.23 0.23
O 0.66 -0.39 0.95
C -0.52 -0.47 -0.56
H -0.78 0.41 -1.03
H -0.52 -0.50 0.82
H 0.75 0.56 0.23
H -0.78 -0.53 0.34
H -0.77 0.08 -0.96
H 0.47 0.53 -0.42
H 0.28 0.22 0.54
H 0.25 0.20 0.29
H 0.43 0.03 0.07
H 0.23 0.59 0.97
H -0.64 -0.49 0.64
H -0.30 -0.86 -1.00
H -0.33 -0.33 -1.09
H 0.54 -1.08 -0.27
H 0.81 -0.84 0.68
H 0.14 0.42 0.97
H -0.60 0.71 0.45
H 0.59 -0.98 0.23
H 1.01 0.57 -0.03
H -0.66 0.26 0.70
H -0.50 -0.64 1.00
H -0.14 0.54 -0.88
H 1.05 0.19 -0.11
H -0.51 0.47 -0.71
H 0.98 -0.17 0.42
H -0.27 0.92 0.70
Br -0.04 -0.05 -0.07
C 0.18 0.26 0.11
C -0.19 -0.23 -0.05
Br 0.07 0.03 0.02
H 0.08 -0.09 0.07
H 0.02 -0.09 -0.01
H 0.01 0.08 -0.05
H -0.05 0.10 -0.10
Br 0.05 -0.04 -0.03
C -0.20 0.28 -0.04
C 0.14 0.04 0.19
Br -0.40 2.78 -0.73
H -0.10 -0.02 0.10
H 0.00 -0.06 0.03
H 0.08 0.07 0.01
H 0.12 0.08 -0.06
Br 0.00 -0.16 0.05
C 0.14 0.13 -0.19
C -0.24 -0.14 0.10
Br 0.16 -0.14 -0.08
H -0.05 0.09 0.10
H -0.02 0.05 0.09
H 0.08 -0.02 -0.06
H 0.05 -0.08 -0.08
Br -0.06 -0.11 0.02
C 0.23 0.24 -0.13
C -0.23 -0.14 -0.01
Br 0.02 0.06 0.02
H -0.02 0.13 0.03
H -0.04 0.09 0.06
H 0.08 -0.06 0.00
H 0.04 -0.11 0.02
Br -0.07 -0.07 0.02
C 0.09 0.20 -0.22
C -0.11 -0.22 0.23
Br -0.05 0.04 -0.04
H 0.03 0.09 0.10
H 0.01 -0.01 0.08
H 0.05 -0.01 -0.08
H 0.01 -0.08 -0.10
Br -0.10 -0.29 0.02
C 0.26 0.13 -0.16
C -0.25 -0.13 0.01
Br 0.08 0.12 0.01
H -0.07 0.12 0.01
H -0.08 0.06 0.05
H 0.08 -0.02 0.02
H 0.06 -0.12 -0.01
Br -0.07 0.04 0.07
C 0.25 0.00 -0.09
C -0.19 -0.10 0.14
Br 0.03 -0.09 -0.12
H -0.03 -0.09 -0.09
H -0.09 -0.04 -0.05
H 0.05 0.05 -0.02
H 0.04 0.07 0.09
Br 0.09 0.08 0.14
C 0.28 -0.04 -0.10
C -0.25 0.09 0.15
Br 0.09 -0.05 -0.02
H 0.02 -0.09 0.09
H -0.06 -0.05 0.04
H 0.03 0.01 -0.09
H -0.02 0.09 -0.10
Br -0.12 -0.06 0.01
C 0.32 0.03 0.09
C -0.20 -0.10 -0.14
Br -0.01 0.17 -0.03
H -0.02 0.12 0.00
H -0.07 0.07 0.00
H 0.04 -0.04 0.07
H -0.01 -0.12 0.06

Properties
E_tot ... -1474264.8869 eV
Frontier orbital gap ... 0.31084 Eh
LUMO energy ... 0.014 eV

The following is a DFT calculation (ωB97M-V/def2-TZVPD) of a molecular structure, C29H29IN5O10 at a distorted geometry.

Last column: Mulliken charge in e.
Positions of all 74 atoms, in Å:
C  4.737435  -0.551419  0.405854  -1.17
C  4.427336  0.963982  0.187403  -0.13
C  3.280276  1.069008  -0.795993  0.43
O  3.418454  0.712978  -1.907611  -0.53
O  2.106387  1.575144  -0.367482  -0.25
C  1.530161  0.672467  0.618794  0.19
C  0.012701  0.839305  0.725710  -0.20
N  -0.745445  0.536058  -0.454381  -0.81
I  -1.077713  -1.508403  -0.534240  -0.16
H  4.752887  -0.819507  1.459871  0.28
H  3.976679  -1.146477  -0.087247  0.35
H  5.690481  -0.836719  -0.033500  0.35
H  4.173062  1.427815  1.131553  0.38
H  5.314105  1.403216  -0.257454  0.19
H  1.968826  0.900187  1.601375  0.14
H  1.747430  -0.360333  0.339446  0.15
H  -0.194644  1.891021  0.978541  -0.38
H  -0.309763  0.245775  1.603022  0.31
C  3.101619  3.943267  -5.837227  -0.40
C  3.042419  3.437637  -4.546205  -0.44
C  4.150571  3.520352  -3.718648  -0.18
C  5.305989  4.112994  -4.196648  -0.01
C  5.382274  4.617047  -5.484680  -0.38
C  4.271402  4.529300  -6.307085  -0.40
N  6.478589  4.220853  -3.315879  1.01
O  6.392916  3.753665  -2.196623  -0.60
O  7.470463  4.776315  -3.760096  -0.62
H  2.232832  3.881057  -6.480556  0.37
H  2.133832  2.978352  -4.179794  0.48
H  4.097954  3.121965  -2.716330  0.35
H  6.290931  5.074013  -5.849102  0.43
H  4.315800  4.920057  -7.315259  0.36
C  -2.301832  -7.748556  -3.577434  -0.40
C  -3.426530  -6.935547  -3.535198  -0.44
C  -3.540727  -5.957959  -2.559181  -0.28
C  -2.520698  -5.806310  -1.637427  -0.07
C  -1.396597  -6.611586  -1.662798  -0.27
C  -1.290079  -7.588790  -2.640096  -0.47
N  -2.628180  -4.756476  -0.613873  1.02
O  -3.639365  -4.079651  -0.613377  -0.57
O  -1.694194  -4.634755  0.159230  -0.50
H  -2.212569  -8.507764  -4.344578  0.36
H  -4.214415  -7.060952  -4.266050  0.36
H  -4.414956  -5.324053  -2.526477  0.43
H  -0.607723  -6.483501  -0.935766  0.43
H  -0.414700  -8.223698  -2.673194  0.36
C  -3.239064  6.089850  1.574870  -0.37
C  -2.918724  6.422332  2.885415  -0.39
C  -1.751709  5.942442  3.457577  -0.40
C  -0.916641  5.137129  2.702777  0.08
C  -1.224382  4.791813  1.398256  -0.16
C  -2.395572  5.272711  0.834584  -0.63
N  0.333106  4.636338  3.294399  1.04
O  0.570056  4.925182  4.457285  -0.63
O  1.046174  3.962329  2.581700  -0.58
H  -4.150645  6.468685  1.129560  0.36
H  -3.579318  7.057056  3.461354  0.36
H  -1.502725  6.198495  4.477229  0.44
H  -0.568405  4.154215  0.821165  0.46
H  -2.648647  5.009126  -0.183295  0.40
C  -2.308050  -2.733979  3.351892  -0.51
C  -3.289561  -3.402132  2.637175  -0.19
C  -4.327686  -4.033575  3.304818  -0.40
C  -4.370748  -3.983636  4.689433  0.07
C  -3.396501  -3.322976  5.417700  -0.38
C  -2.362207  -2.695651  4.740951  -0.41
N  -5.479016  -4.633912  5.400059  1.01
O  -6.312757  -5.226094  4.736743  -0.62
O  -5.506508  -4.546822  6.616646  -0.62
H  -1.504590  -2.232890  2.824443  0.34
H  -3.245441  -3.422182  1.565181  0.38
H  -5.091773  -4.553023  2.744141  0.46
H  -3.436338  -3.290245  6.496969  0.43
H  -1.596009  -2.171960  5.297665  0.38

Cartesian forces, eV/Å:
C -0.10 0.27 -0.07
C -0.08 -1.05 0.30
C 0.06 0.85 1.74
O 0.41 -0.51 -2.69
O -0.26 -0.36 0.34
C -0.26 0.30 0.76
C -0.20 -0.21 -0.55
N -0.23 0.34 -0.09
I 0.18 0.05 0.05
H -0.01 0.04 0.06
H -0.06 -0.24 0.04
H 0.06 0.06 -0.01
H 0.10 0.27 0.08
H -0.10 0.43 -0.02
H 0.17 -0.09 -0.07
H 0.01 -0.03 -0.07
H 0.09 0.04 -0.06
H 0.27 0.11 0.23
C 0.02 0.01 0.01
C -0.06 0.05 -0.14
C -0.05 -0.09 0.27
C -0.28 -0.01 -0.17
C 0.13 0.12 -0.20
C -0.08 -0.06 0.09
N 0.14 -0.01 0.11
O 0.05 0.10 -0.21
O -0.16 -0.11 0.10
H 0.01 -0.01 0.01
H 0.06 -0.04 0.06
H 0.12 0.00 -0.02
H 0.04 -0.03 0.14
H 0.03 0.00 0.02
C 0.00 -0.02 -0.01
C 0.12 -0.06 0.04
C -0.21 0.04 -0.11
C 0.05 -0.16 -0.26
C 0.22 -0.09 0.07
C -0.13 0.02 -0.06
N 0.23 0.03 0.10
O 0.14 -0.17 0.13
O -0.46 -0.13 -0.21
H 0.00 0.01 0.02
H 0.00 0.02 0.02
H 0.09 0.08 0.11
H -0.09 0.14 0.04
H 0.00 0.03 0.02
C 0.01 0.00 0.00
C 0.01 -0.05 -0.12
C -0.06 0.13 0.20
C -0.28 0.13 -0.13
C 0.11 -0.14 -0.21
C -0.08 0.11 0.09
N 0.06 -0.11 0.05
O -0.03 -0.05 -0.27
O 0.06 0.10 0.24
H 0.01 -0.02 0.01
H 0.02 -0.02 0.02
H 0.13 -0.09 -0.03
H 0.05 -0.01 0.12
H 0.04 -0.05 0.02
C 0.13 0.12 0.19
C -0.08 0.01 0.25
C -0.06 -0.05 -0.15
C 0.14 0.09 -0.16
C 0.13 0.11 0.24
C -0.04 -0.07 -0.14
N -0.07 -0.07 0.06
O 0.12 0.09 0.16
O -0.03 -0.04 -0.21
H -0.06 -0.04 -0.08
H -0.01 0.07 -0.19
H -0.05 0.00 0.13
H -0.13 -0.07 -0.03
H -0.02 -0.01 0.02

Properties
E_tot ... -66558.0721 eV
Net charge ... -1
Frontier orbital gap ... 0.15240 Eh
LUMO energy ... 1.396 eV

Question: Which of these has the lowest E_tot?
Answer: C36H62BBr20NO7P2

Question: E_tot of number 1 (C36H62BBr20NO7P2)?
Answer: -1474264.8869 eV

Question: Which of these has the highest frontier orbital gap?
Answer: C36H62BBr20NO7P2